# 1
{
  "formula": "C3H6NO4",
  "method": "ωB97M-V with the def2-TZVPD basis set",
  "gap_ha": 0.35440,
  "e_above_lowest_kcal_mol": 76.0,
  "charge": 1,
  "e_lumo_ha": -0.2342,
  "homo_energy_ev": -16.02,
  "species": ["H", "C", "N", "C", "H", "H", "H", "O", "O", "H", "C", "H", "O", "O"],
  "xyz": [[-0.94, 1.34, -1.33], [0.55, -0.05, -0.48], [2.80, 0.02, 0.28], [-1.36, 0.81, 0.78], [0.24, -3.04, -0.07], [-2.27, 1.50, 0.54], [-1.77, -0.19, 1.13], [1.48, 0.76, -0.39], [3.53, 0.84, 0.57], [-0.74, 1.23, 1.49], [-0.88, 0.50, -0.64], [-1.42, -0.24, -1.31], [-0.15, -2.20, -0.32], [0.91, -1.28, -0.25]],
  "lowdin_charge": [0.125, -0.349, 0.232, -0.042, 0.141, 0.135, 0.111, 0.120, 0.273, 0.059, -0.116, 0.154, 0.105, 0.052]
}

---

# 2
{
  "formula": "C2H5NOP2",
  "method": "ωB97M-V with the def2-TZVPD basis set",
  "gap_ha": 0.29824,
  "e_above_lowest_kcal_mol": 55.0,
  "charge": 0,
  "e_lumo_ha": -0.0302,
  "homo_energy_ev": -8.94,
  "species": ["C", "O", "H", "P", "H", "H", "H", "P", "C", "N", "H"],
  "xyz": [[0.37, 1.10, 0.80], [0.06, 1.39, 2.21], [0.78, 1.97, 0.24], [1.02, -0.62, 0.44], [-1.50, 0.24, 1.81], [-1.82, 2.07, 1.30], [-0.12, -1.91, -3.21], [1.03, -1.80, -2.30], [-1.10, 1.27, 1.47], [0.70, -0.69, -1.10], [0.58, -3.01, -1.66]],
  "lowdin_charge": [-0.431, -0.191, 0.095, 0.866, 0.116, 0.095, -0.122, 0.592, -0.155, -0.740, -0.125]
}

---

# 3
{
  "formula": "C5H13NO2",
  "method": "ωB97M-V with the def2-TZVPD basis set",
  "gap_ha": 0.12647,
  "e_above_lowest_kcal_mol": 214.0,
  "charge": 0,
  "e_lumo_ha": -0.1674,
  "homo_energy_ev": -8.00,
  "species": ["N", "H", "H", "H", "H", "H", "O", "O", "C", "H", "H", "C", "C", "H", "H", "H", "H", "H", "C", "C", "H"],
  "xyz": [[-1.37, -1.49, 1.31], [-0.26, 1.78, 0.60], [0.74, -1.06, 1.39], [2.74, 1.75, -1.56], [-0.08, 0.18, -1.22], [0.45, -1.44, -1.16], [-0.04, 2.48, -1.35], [1.97, 1.18, -1.52], [-1.24, -2.61, 0.45], [0.69, 1.59, 2.03], [-2.09, -3.25, 0.29], [0.03, -0.65, -0.54], [-1.30, -1.19, -0.05], [1.08, 1.92, -1.45], [1.72, 0.15, 0.51], [-0.87, 0.77, 2.01], [-2.30, -1.09, -0.48], [-0.28, 3.12, -2.02], [0.70, -0.12, 0.74], [-0.03, 1.05, 1.41], [-0.26, -3.06, 0.60]],
  "lowdin_charge": [0.260, 0.061, 0.137, -0.001, 0.084, 0.139, -0.272, -0.195, -0.094, 0.081, 0.130, -0.139, -0.264, -0.055, 0.095, 0.056, 0.183, -0.030, -0.232, -0.080, 0.135]
}

---

# 4
{
  "formula": "C5H13O3",
  "method": "ωB97M-V with the def2-TZVPD basis set",
  "gap_ha": [0.39192, 0.27874],
  "e_above_lowest_kcal_mol": 31.0,
  "charge": 0,
  "e_lumo_ha": [0.0334, -0.0797],
  "multiplicity": 2,
  "homo_energy_ev": [-9.76, -9.75],
  "species": ["O", "H", "H", "H", "C", "O", "H", "O", "H", "H", "C", "H", "C", "H", "C", "H", "C", "H", "H", "H", "H"],
  "xyz": [[1.00, -1.39, 1.88], [-2.19, -0.68, 1.95], [1.21, -0.24, 0.71], [-1.42, -1.72, 0.71], [0.03, 1.98, -3.33], [0.92, 1.80, -2.25], [0.63, -0.22, -1.97], [-1.01, -2.23, 2.69], [2.53, 0.50, -0.48], [0.38, 2.84, -3.91], [1.48, 0.70, -0.21], [-0.49, 0.84, -1.08], [0.56, 0.73, -1.40], [-2.77, -2.35, 1.68], [0.13, -1.46, 2.90], [0.63, -1.87, 3.81], [-1.88, -1.71, 1.70], [-0.16, -0.41, 3.16], [0.00, 1.09, -3.97], [-0.99, 2.19, -2.97], [1.43, 1.61, 0.39]],
  "lowdin_spin": [0.722, 0.000, -0.001, 0.000, 0.001, 0.004, 0.000, 0.000, 0.004, 0.000, 0.072, 0.000, 0.007, 0.000, 0.098, 0.040, 0.001, 0.048, 0.000, 0.000, 0.002]
}

---

# 5
{
  "formula": "C7H10",
  "method": "ωB97M-V with the def2-TZVPD basis set",
  "gap_ha": 0.37061,
  "e_above_lowest_kcal_mol": 62.4,
  "charge": 0,
  "e_lumo_ha": 0.0400,
  "homo_energy_ev": -9.00,
  "species": ["H", "H", "C", "H", "H", "C", "H", "H", "C", "H", "H", "C", "H", "H", "C", "C", "C"],
  "xyz": [[-1.51, 1.28, -0.15], [0.55, -0.65, -2.60], [0.67, 1.14, -0.25], [0.98, 2.18, -0.23], [2.33, 0.04, 0.68], [1.43, -0.10, 0.09], [-0.84, -0.67, 2.43], [-0.69, 1.09, 2.60], [-1.13, -0.52, -1.33], [1.49, -0.93, -0.62], [0.73, 0.03, 2.85], [-0.41, -1.06, -2.31], [-2.10, -0.96, -1.08], [-0.76, -1.94, -2.84], [-0.71, 0.57, -0.39], [-0.18, 0.19, 2.25], [0.16, 0.23, 0.79]],
  "lowdin_charge": [0.139, 0.060, -0.113, 0.128, 0.108, -0.056, 0.080, 0.079, -0.143, 0.080, 0.078, -0.004, 0.100, 0.052, -0.201, -0.026, -0.361]
}

---

# 6
{
  "formula": "C8H44Br2O20S3",
  "method": "ωB97M-V with the def2-TZVPD basis set",
  "gap_ha": 0.28337,
  "charge": 0,
  "e_lumo_ha": -0.0126,
  "homo_energy_ev": -8.05,
  "species": ["H", "O", "O", "C", "H", "H", "H", "O", "H", "H", "H", "S", "H", "O", "H", "O", "H", "H", "H", "H", "H", "C", "H", "S", "O", "H", "O", "H", "C", "O", "O", "O", "H", "O", "H", "O", "C", "C", "H", "O", "H", "H", "O", "H", "H", "Br", "H", "H", "Br", "H", "H", "H", "C", "H", "O", "H", "O", "H", "H", "S", "H", "O", "O", "H", "H", "O", "H", "H", "C", "H", "H", "H", "C", "O", "H", "H", "H"],
  "xyz": [[-0.75, 5.56, 4.47], [2.30, -1.32, -4.41], [-0.15, 5.50, 3.65], [-1.01, 0.92, 1.43], [-3.86, -2.51, -1.28], [4.31, 3.66, 3.43], [0.62, 3.90, -4.46], [1.22, -3.70, -5.77], [-1.86, 3.68, -2.25], [2.84, -3.99, 1.67], [0.84, 2.34, -4.92], [-1.74, 1.91, 2.66], [-1.62, 0.68, 0.58], [-2.17, 3.14, -3.04], [-5.74, 1.49, 1.49], [-4.25, -1.96, -2.04], [2.91, 0.67, -2.21], [2.48, 3.09, -1.73], [3.73, -2.75, 3.57], [4.21, -2.00, -1.77], [-1.49, -5.50, 0.92], [0.35, 0.72, 1.58], [2.01, 4.26, -2.79], [1.35, -0.43, 0.63], [-1.03, -4.98, -4.93], [-0.09, -2.09, 4.47], [-0.54, -1.21, 4.69], [3.66, 1.41, -0.96], [0.14, -2.03, -1.54], [0.20, 2.98, -4.47], [-0.15, 1.42, 7.34], [-4.99, 1.28, 2.13], [-4.31, 2.82, 1.85], [-4.08, 3.75, 1.52], [-3.84, -4.23, -4.87], [-1.94, 3.80, 6.10], [0.54, -0.75, -0.93], [-0.17, 2.07, 3.43], [-0.58, 6.04, 2.91], [-1.23, -5.42, 1.90], [-3.86, -2.31, -2.91], [2.74, -1.77, -3.62], [3.14, -2.55, 2.78], [0.18, -0.55, 4.95], [-1.42, 3.11, -3.72], [2.54, 1.12, 3.47], [1.63, -1.97, -4.81], [3.82, -4.82, 0.65], [0.52, -3.72, -0.67], [-2.94, 3.90, 6.24], [-1.56, 4.71, 5.87], [2.10, -4.20, -5.74], [0.11, 0.31, -1.71], [2.89, -1.46, -0.97], [3.22, -1.80, -1.86], [-2.24, -4.07, -4.55], [3.21, 1.57, -1.85], [-0.93, 1.05, 7.86], [1.25, -3.05, -6.54], [-0.76, -0.12, -3.16], [-1.05, -2.70, -3.34], [-3.14, -3.61, -4.49], [2.29, 4.08, -1.83], [3.37, 4.18, 2.19], [-0.11, 2.57, 4.42], [2.96, -4.87, 1.19], [-1.14, -5.63, -5.70], [-0.43, 2.30, 6.93], [-0.63, -1.85, -2.76], [3.70, -2.08, 2.07], [-4.65, 0.35, 1.93], [-0.17, -4.48, -5.06], [0.80, 1.38, 2.74], [4.27, 3.78, 2.42], [-4.81, 4.05, 0.89], [-1.36, -4.46, 2.18], [0.34, 1.40, -1.55]],
  "lowdin_charge": [0.035, -0.142, -0.106, -0.387, 0.059, 0.043, 0.086, -0.097, 0.066, -0.004, 0.098, 1.041, 0.068, -0.144, 0.101, -0.136, 0.066, -0.007, 0.100, 0.107, 0.038, -0.617, 0.035, 0.937, -0.102, 0.066, -0.121, 0.098, -0.710, -0.118, -0.126, -0.123, -0.035, -0.173, 0.077, -0.098, -0.677, -0.421, 0.083, -0.148, 0.021, 0.021, -0.136, 0.044, 0.000, 0.765, 0.015, 0.059, 0.768, 0.093, 0.055, 0.120, -0.431, 0.009, -0.122, -0.029, -0.104, 0.072, 0.118, 1.001, 0.052, -0.145, -0.135, 0.064, 0.065, -0.175, 0.111, 0.025, -0.379, 0.071, 0.100, 0.036, -0.789, -0.166, 0.063, 0.058, 0.096]
}

---

# 7
{
  "formula": "C3HClO2S",
  "method": "ωB97M-V with the def2-TZVPD basis set",
  "gap_ha": 0.30461,
  "e_above_lowest_kcal_mol": 1.0,
  "charge": 0,
  "e_lumo_ha": -0.1021,
  "homo_energy_ev": -11.07,
  "species": ["O", "C", "O", "H", "C", "C", "S", "Cl"],
  "xyz": [[-0.83, -1.75, 0.57], [1.12, 1.26, 0.06], [-1.62, 0.52, 0.59], [1.51, -0.97, -0.05], [0.94, -0.03, -0.17], [1.07, 2.10, 0.99], [-0.83, -0.48, 0.00], [-1.36, -0.65, -1.99]],
  "lowdin_charge": [-0.309, -0.255, -0.296, 0.124, -0.128, 0.200, 0.287, 0.376]
}

---

# 8
{
  "formula": "C3H2IN3",
  "method": "ωB97M-V with the def2-TZVPD basis set",
  "gap_ha": [0.23378, 0.21671],
  "e_above_lowest_kcal_mol": 0.0,
  "charge": 2,
  "e_lumo_ha": [-0.4016, -0.5604],
  "multiplicity": 3,
  "homo_energy_ev": [-17.29, -21.15],
  "species": ["H", "N", "C", "I", "C", "N", "N", "H", "C"],
  "xyz": [[-0.04, 1.82, -0.11], [1.05, -1.24, -0.01], [1.13, 0.09, -0.02], [2.94, 1.01, 0.06], [-0.11, -1.67, 0.02], [-0.15, 0.73, 0.03], [-1.27, -1.36, 0.00], [-2.31, 0.61, 0.03], [-1.24, 0.02, 0.00]],
  "lowdin_spin": [0.008, 0.195, 0.121, 0.893, 0.602, -0.004, 0.129, 0.006, 0.049]
}

---

# 9
{
  "formula": "C4H5NO2",
  "method": "ωB97M-V with the def2-TZVPD basis set",
  "gap_ha": 0.40510,
  "e_above_lowest_kcal_mol": 44.7,
  "charge": 0,
  "e_lumo_ha": 0.0245,
  "homo_energy_ev": -10.36,
  "species": ["C", "C", "O", "C", "H", "H", "H", "H", "C", "H", "O", "N"],
  "xyz": [[-1.49, -0.39, -0.59], [1.56, 0.79, 1.36], [1.95, 1.19, 0.16], [0.50, 0.87, 0.37], [-2.01, -0.74, 0.30], [-0.13, 1.76, 0.33], [-1.72, -1.07, -1.42], [-1.89, 0.60, -0.84], [-0.01, -0.35, -0.34], [0.39, -2.02, -1.13], [2.01, 0.59, 2.44], [0.84, -1.24, -0.65]],
  "lowdin_charge": [-0.033, -0.456, 0.145, -0.080, 0.091, 0.146, 0.082, 0.079, -0.376, 0.066, 0.161, 0.176]
}

---

# 10
{
  "formula": "C17H40BClFN3O3",
  "method": "ωB97M-V with the def2-TZVPD basis set",
  "gap_ha": 0.30311,
  "charge": 0,
  "e_lumo_ha": 0.0035,
  "homo_energy_ev": -8.15,
  "species": ["H", "C", "H", "C", "H", "O", "B", "H", "H", "C", "C", "C", "C", "C", "H", "H", "H", "H", "O", "C", "H", "H", "H", "H", "H", "H", "H", "H", "Cl", "H", "C", "H", "C", "O", "H", "C", "H", "H", "F", "H", "N", "H", "N", "N", "C", "H", "H", "H", "C", "H", "H", "H", "C", "H", "H", "H", "C", "H", "H", "H", "H", "C", "H", "C", "H", "H"],
  "xyz": [[-0.31, 1.92, 5.43], [1.04, 0.29, 5.68], [-1.05, 3.02, -1.94], [1.67, -4.14, -4.11], [-0.89, -2.50, 5.56], [0.82, -4.32, -1.58], [-0.24, -4.15, 0.69], [-1.13, 1.70, -3.90], [3.57, 4.46, -3.42], [-0.38, 2.33, -4.39], [-1.61, -0.93, 4.20], [-0.18, 0.92, 5.01], [0.41, -1.76, -3.65], [-1.09, 3.24, -5.38], [-2.70, 1.94, 6.85], [2.40, -2.49, -2.56], [2.75, -4.55, -4.31], [-2.95, -0.51, 6.40], [0.40, -5.10, 1.66], [1.64, 3.65, -3.95], [-1.18, -3.03, 3.90], [-1.72, 4.98, -3.20], [0.06, 1.10, 3.95], [-0.47, -2.42, -3.26], [2.13, 2.97, -4.66], [-0.53, -5.93, -0.82], [2.31, 4.81, -2.23], [0.09, -2.43, 1.82], [0.20, -1.12, -5.38], [0.82, -0.08, 6.68], [-0.40, -4.75, -0.86], [-0.09, 5.67, -3.16], [0.95, -5.00, -2.88], [0.60, -6.26, -3.16], [-2.67, -1.21, 4.17], [-1.94, -0.06, 6.46], [-1.31, -0.79, 6.98], [0.25, -2.07, 4.27], [-1.61, -4.06, -1.46], [0.46, -0.81, -2.94], [-0.64, -2.75, 1.13], [-1.93, 3.76, -4.92], [0.48, 2.95, -3.38], [-1.46, 0.21, 5.11], [-2.07, 1.18, 7.33], [1.34, 4.54, -4.51], [-0.63, -2.06, 0.34], [1.45, -0.53, 5.08], [2.69, 4.04, -2.92], [-1.04, 5.55, -1.69], [-2.54, 0.92, 8.29], [0.44, 3.75, -1.45], [1.88, -2.55, -3.63], [1.83, 1.04, 5.78], [2.65, -2.02, -4.37], [-1.10, 1.63, 7.56], [-0.81, -2.19, 4.51], [1.36, -5.27, 1.40], [3.02, 3.18, -2.33], [0.24, 1.62, -4.97], [-0.42, 3.99, -5.82], [-0.24, 3.65, -2.31], [-1.38, -0.62, 3.18], [-0.80, 5.04, -2.62], [-1.50, 2.65, -6.21], [1.06, -4.22, -5.11]],
  "lowdin_charge": [0.101, -0.091, 0.114, -0.087, 0.071, -0.053, -0.334, 0.108, 0.073, -0.272, -0.251, -0.251, -0.523, -0.087, 0.079, 0.121, 0.128, 0.118, 0.011, -0.270, 0.064, 0.055, 0.114, 0.087, 0.119, 0.178, 0.063, 0.082, 0.476, 0.069, -0.133, 0.069, -0.235, -0.004, 0.113, -0.271, 0.095, 0.051, -0.078, 0.089, 0.146, 0.056, -0.191, -0.191, -0.094, 0.096, 0.086, 0.053, -0.095, 0.072, 0.073, 0.100, -0.258, 0.072, 0.112, 0.063, -0.099, 0.124, 0.077, 0.061, 0.069, -0.253, 0.101, -0.090, 0.073, 0.134]
}

---

# 11
{
  "formula": "C2H3FeO3",
  "method": "ωB97M-V with the def2-TZVPD basis set",
  "gap_ha": [0.25632, 0.23164],
  "e_above_lowest_kcal_mol": 96.1,
  "charge": 0,
  "e_lumo_ha": [-0.0411, -0.0717],
  "multiplicity": 6,
  "homo_energy_ev": [-8.09, -8.25],
  "species": ["Fe", "O", "H", "C", "O", "H", "H", "C", "O"],
  "xyz": [[0.20, -1.22, -0.52], [0.95, 0.41, -1.31], [-1.50, -0.54, 2.20], [0.89, 1.59, -0.98], [-1.54, -0.85, 0.19], [-0.61, 0.95, 1.10], [1.21, 2.43, -1.63], [-0.89, -0.34, 1.29], [0.28, -1.05, 1.39]],
  "lowdin_spin": [3.582, 0.279, 0.011, 0.616, 0.175, 0.014, 0.100, 0.039, 0.184]
}

---

# 12
{
  "formula": "C4H8OS2",
  "method": "ωB97M-V with the def2-TZVPD basis set",
  "gap_ha": 0.31232,
  "e_above_lowest_kcal_mol": 67.8,
  "charge": 0,
  "e_lumo_ha": 0.0132,
  "homo_energy_ev": -8.14,
  "species": ["O", "S", "H", "C", "H", "H", "H", "H", "H", "H", "C", "C", "S", "C", "H"],
  "xyz": [[-1.93, 1.45, -1.58], [-1.55, 1.15, -0.18], [-0.62, -1.70, 2.13], [0.60, -0.96, -0.13], [-1.15, -1.31, -1.29], [0.93, -1.08, -1.06], [0.38, 2.62, -0.05], [0.56, 1.43, -1.28], [0.86, 0.68, 1.53], [1.13, -1.72, 0.41], [0.27, 1.47, -0.23], [1.05, 0.41, 0.45], [-1.63, -1.85, 1.20], [-0.95, -1.08, -0.25], [2.05, 0.50, 0.33]],
  "lowdin_charge": [-0.598, 0.914, -0.108, -0.266, 0.074, 0.060, 0.121, 0.087, 0.130, 0.096, -0.403, -0.257, 0.689, -0.609, 0.070]
}

---

What are the calculated total energy values for these records? In order: -12874.589, -24266.713, -10972.601, -11534.124, -7418.330, -222547.422, -30573.219, -15687.349, -9812.376, -44805.083, -42646.638, -27992.760 eV.